1.
Here is a molecular structure, C26H34BeN4O from the Open Molecules 2025 dataset. Energies are from wB97M-V/def2-TZVPD.

Summary:
Energy ... -35916.5595 eV
Energy relative to the best compared isomer or geometry (same formula, charge and spin) ... 0.0 kJ/mol
Total charge ... +2
LUMO level ... -6.004 eV

Each line ends with the Mulliken charge.
Element x y z (Å)
Be -0.6173 1.3532 1.1773  -0.17
C -1.2492 -4.5738 -1.9042  -2.06
C -2.3939 -3.9116 -1.1379  1.86
C -2.8191 -4.8318 0.0180  -1.56
C -3.5780 -3.6995 -2.0948  -1.54
C -1.9919 -2.5661 -0.5594  0.15
C -2.9146 -1.8040 0.1668  -0.65
C -2.5475 -0.5865 0.6907  -0.70
N -1.3177 -0.0832 0.5277  -0.14
C -0.4131 -0.7979 -0.1612  -0.05
C -0.7143 -2.0275 -0.7128  -0.24
C 0.9012 -0.1175 -0.2329  -0.25
C 2.0090 -0.5942 -0.9043  -0.11
C 3.1959 0.1390 -0.9034  0.32
C 3.1854 1.3498 -0.2036  -0.72
C 2.0453 1.7651 0.4432  -0.58
N 0.9150 1.0489 0.4370  0.11
C 4.4527 -0.3246 -1.6176  1.84
C 4.8502 0.7427 -2.6497  -1.55
C 4.2480 -1.6586 -2.3345  -2.06
C 5.5722 -0.4815 -0.5754  -1.55
H -1.5903 -5.5293 -2.3000  0.41
H -0.3915 -4.7789 -1.2606  0.43
H -0.9224 -3.9700 -2.7533  0.43
H -3.1120 -5.8014 -0.3841  0.45
H -3.6711 -4.4328 0.5690  0.35
H -1.9983 -4.9908 0.7190  0.38
H -3.8774 -4.6598 -2.5142  0.45
H -3.3058 -3.0408 -2.9212  0.37
H -4.4461 -3.2775 -1.5879  0.34
H -3.9219 -2.1602 0.3268  0.52
H -3.2446 0.0170 1.2585  0.62
H 0.0443 -2.5685 -1.2566  0.63
H 1.9488 -1.5348 -1.4291  0.57
H 4.0671 1.9724 -0.1598  0.50
H 2.0257 2.7004 0.9873  0.36
H 4.0616 0.8927 -3.3888  0.38
H 5.7475 0.4175 -3.1756  0.45
H 5.0732 1.7024 -2.1830  0.34
H 3.4757 -1.5943 -3.1038  0.43
H 3.9936 -2.4611 -1.6392  0.43
H 5.1748 -1.9437 -2.8302  0.41
H 5.7950 0.4586 -0.0704  0.35
H 6.4835 -0.8123 -1.0732  0.46
H 5.3100 -1.2251 0.1787  0.37
C -1.4063 1.2470 5.0399  -1.26
C -1.0347 1.9224 3.7649  0.81
O -0.6290 1.2478 2.7869  -0.33
N -1.0989 3.2455 3.6959  -0.06
C -0.5300 3.9960 2.5814  -1.23
C -1.3607 3.9606 1.3219  1.22
C -2.0191 5.0907 0.8773  -0.89
C -2.7403 5.0419 -0.3081  -0.36
C -2.7780 3.8554 -1.0191  -1.05
C -2.1007 2.7632 -0.5150  0.11
N -1.4059 2.8033 0.6313  0.37
H -1.8210 0.2656 4.8277  0.35
H -2.1092 1.8365 5.6249  0.43
H -0.4976 1.1126 5.6311  0.30
H -1.4207 3.7524 4.5064  0.28
H 0.4680 3.6014 2.3767  0.09
H -0.4098 5.0267 2.9042  0.57
H -1.9616 6.0057 1.4503  0.47
H -3.2588 5.9199 -0.6688  0.44
H -3.3200 3.7690 -1.9493  0.45
H -2.1035 1.8163 -1.0376  0.50

Atoms 1-3, force components in eV/Å:
0.1 -0.1 0.0
0.0 0.0 0.0
0.0 0.0 0.0

=====

2.
Here is a molecular structure, C26H34ClF5GdN3O5 at a distorted geometry from the Open Molecules 2025 dataset. Energies are from wB97M-V/def2-TZVPD.

Summary:
Energy ... -89168.1275 eV
Spin multiplicity ... 8
Energy relative to the best compared isomer or geometry (same formula, charge and spin) ... 29.9 kJ/mol
LUMO level (spin up / spin down) ... -0.507 / 0.163 eV

Each line ends with the Mulliken charge.
Element x y z (Å)
O 0.4184 -0.5094 -1.8682  -0.16
C -0.4612 -0.3200 -2.8862  0.51
C -0.2285 1.0503 -3.4856  -0.92
C 0.4119 2.0767 -2.7842  0.68
H 0.7594 1.9081 -1.7646  0.40
C 0.6315 3.3118 -3.3978  -1.05
H 1.1492 4.0961 -2.8323  0.42
C 0.1736 3.5125 -4.7071  -0.44
H 0.3285 4.4817 -5.1854  0.38
C -0.4800 2.4838 -5.4127  -0.78
H -0.8418 2.6370 -6.4375  0.37
C -0.6732 1.2513 -4.7888  -0.20
H -1.1857 0.4107 -5.2661  0.39
H -0.3111 -1.0984 -3.6533  0.40
C -2.3086 -1.9654 -2.1687  -1.32
C -1.9505 -0.5386 -2.4589  0.43
H -3.3827 -2.1702 -2.2348  0.45
H -2.0206 -2.2337 -1.1482  0.09
H -1.7483 -2.6362 -2.8291  0.36
C -2.7909 0.5073 -2.2670  0.14
C -4.2109 0.4799 -1.7521  -1.66
H -2.4303 1.5269 -2.4094  0.32
H -4.9068 0.9059 -2.4850  0.42
H -4.3232 1.1187 -0.8712  0.31
H -4.5502 -0.5208 -1.5014  0.34
Gd -0.1483 -0.4954 0.2688  0.55
Cl -2.8166 -0.2772 0.7625  -0.51
C -1.2498 -0.4314 3.0307  -0.03
O -0.5172 -1.2387 2.4153  -0.77
N -1.4013 -0.4587 4.3357  0.39
C -0.8426 -1.6067 5.0117  -0.92
C -2.0972 0.5759 5.0858  -0.85
H -1.8350 0.3369 2.5033  0.58
H -0.2943 -2.1779 4.2601  0.19
H -1.6590 -2.2101 5.4141  0.35
H -0.1730 -1.2713 5.8050  0.31
H -2.2839 1.4342 4.4109  0.26
H -1.4736 0.9089 5.9374  0.29
H -3.0732 0.2043 5.4580  0.31
H 4.7093 1.3210 -1.8645  0.32
H 4.5915 1.6772 0.8305  0.41
C 3.6190 1.2117 -1.7288  -0.99
C 3.5304 1.4113 0.7393  -0.92
N 3.3150 0.5955 -0.4467  0.43
H 3.2029 0.5817 -2.5271  0.35
C 2.9026 -0.6812 -0.3741  -0.13
O 2.2823 -1.1606 0.6029  -0.63
H 3.2259 0.8739 1.6329  0.17
H 3.0419 -1.2680 -1.2964  0.52
H 3.1707 2.2184 -1.7910  0.29
H 2.9575 2.3452 0.6566  0.30
H -0.2257 -5.9848 0.7426  0.32
H 1.9981 -6.1676 -0.9035  0.32
C -0.6111 -5.4613 -0.1392  -0.96
C 1.4637 -5.4475 -1.5471  -0.91
N 0.4504 -4.7149 -0.7995  0.37
H -1.3766 -4.7518 0.1751  0.25
C 0.5019 -3.3974 -0.6733  0.82
O -0.2759 -2.7709 0.0880  -0.83
H 2.1892 -4.7255 -1.9508  0.26
H 1.2426 -2.8639 -1.2866  -0.14
H -1.0147 -6.1911 -0.8451  0.35
H 1.0034 -6.0019 -2.3827  0.34
F 1.2821 4.3704 5.4022  -0.33
C 1.0037 3.7066 4.2580  0.48
C 0.3635 4.3664 3.1977  0.35
F 0.0235 5.6641 3.3187  -0.31
C 0.0746 3.6888 2.0300  0.14
F -0.5339 4.2935 1.0010  -0.31
C 0.4354 2.3259 1.8716  0.03
O 0.2137 1.7121 0.7489  -0.12
C 1.1027 1.6958 2.9743  0.32
F 1.5822 0.4194 2.8764  -0.56
C 1.3670 2.3586 4.1490  0.27
F 1.9880 1.6925 5.1571  -0.35

Atoms 1-3, force components in eV/Å:
0.7 -0.9 2.1
-1.3 0.3 -0.4
-0.1 0.0 -0.4

=====

3.
Here is a molecular structure, C26H34ClF5N3O4Zn at a distorted geometry from the Open Molecules 2025 dataset. Energies are from wB97M-V/def2-TZVPD.

Summary:
Energy ... -114698.2941 eV
Total charge ... -1
LUMO level (spin up / spin down) ... 2.491 / 2.094 eV

Each line ends with the Mulliken charge.
Element x y z (Å)
O 1.8179 -0.7153 -3.0912  -0.54
C 0.7981 -0.3114 -3.6450  -0.43
C 0.3907 1.1129 -3.7851  0.23
C 0.8474 2.1112 -2.9061  0.15
H 1.1765 1.8309 -1.9105  0.82
C 0.8448 3.4415 -3.3189  -0.79
H 1.2580 4.2398 -2.6951  0.45
C 0.2757 3.7655 -4.5706  -0.46
H 0.3213 4.7955 -4.9599  0.33
C -0.4642 2.7964 -5.2955  -0.62
H -1.0546 3.0606 -6.1893  0.34
C -0.4696 1.4731 -4.8358  -0.37
H -1.1136 0.6865 -5.2386  0.31
H -0.0204 -1.0063 -3.9089  0.21
C -2.2967 -2.0468 -1.5780  -0.87
C -2.3600 -0.6940 -0.9606  -0.53
H -2.9749 -2.0919 -2.4497  0.58
H -2.5575 -2.8580 -0.8889  0.11
H -1.2693 -2.1226 -1.9970  -0.09
C -2.6808 0.3157 -1.8207  1.61
C -4.1551 0.6023 -1.9155  -1.30
H -1.9914 0.9379 -2.4360  0.03
H -4.4499 1.2110 -2.7820  0.40
H -4.4823 1.0656 -0.9698  0.24
H -4.6304 -0.3927 -1.9719  0.31
Zn -1.3582 -0.5668 0.7738  -0.71
Cl -3.5752 -0.1468 1.3526  -0.58
C -1.6676 -0.4830 3.8384  0.02
O -1.1867 -1.2210 2.9669  -0.57
N -1.3822 -0.5907 5.1522  0.31
C -0.5842 -1.6917 5.6717  -0.99
C -2.0635 0.2536 6.1265  -0.91
H -2.3683 0.3582 3.5957  0.25
H 0.0580 -2.0827 4.8806  0.26
H -1.2349 -2.4859 6.0622  0.30
H 0.0111 -1.2998 6.5033  0.35
H -2.3459 1.1948 5.6318  0.32
H -1.3871 0.4525 6.9681  0.29
H -2.9774 -0.2338 6.5120  0.31
H 4.9492 1.0903 -1.8264  0.31
H 4.9137 1.6510 0.7452  0.35
C 3.8712 1.2575 -1.7043  -1.02
C 3.8259 1.5145 0.7479  -1.02
N 3.4106 0.7580 -0.4216  0.58
H 3.3253 0.7285 -2.4919  0.30
C 2.9904 -0.5385 -0.2941  -0.17
O 2.4299 -1.0022 0.6976  -0.58
H 3.5130 0.9994 1.6578  0.26
H 3.1733 -1.1739 -1.2011  0.49
H 3.6757 2.3326 -1.7786  0.31
H 3.3795 2.5159 0.7251  0.24
H -0.0820 -5.8181 1.0888  0.36
H 2.1552 -5.5067 -0.3295  0.31
C -0.5456 -5.1403 0.3684  -1.01
C 1.5413 -4.8619 -0.9691  -0.88
N 0.4746 -4.2532 -0.1819  0.28
H -1.3200 -4.5416 0.8477  0.23
C 0.4119 -2.9277 -0.0189  0.90
O -0.4511 -2.3750 0.7279  -0.42
H 2.1521 -4.0583 -1.3894  0.21
H 1.1613 -2.3427 -0.5915  -0.40
H -0.9687 -5.7418 -0.4415  0.33
H 1.1134 -5.4739 -1.7710  0.33
F 1.0270 0.3288 2.9040  -0.41
C 0.5428 1.3834 2.2050  0.96
C -0.3790 1.2150 1.1780  -1.09
C -0.8296 2.3801 0.5840  1.01
F -1.8882 2.4088 -0.2688  -0.34
C -0.2945 3.6425 0.8695  0.32
F -0.5669 4.6804 0.0567  -0.38
C 0.5928 3.7927 1.9247  0.52
F 1.1146 4.9974 2.2094  -0.35
C 0.9962 2.6518 2.6103  0.18
F 1.8874 2.7635 3.6166  -0.40

Atoms 1-3, force components in eV/Å:
0.0 0.0 -0.2
-1.5 0.8 1.1
0.0 -0.7 0.3

=====

4.
Here is 6 unconnected molecules or ions with the total composition C26H34F2O12 at a distorted geometry from the Open Molecules 2025 dataset. Energies are from wB97M-V/def2-TZVPD.

Summary:
Energy ... -57517.0982 eV
LUMO level ... 0.167 eV

Each line ends with the Mulliken charge.
Element x y z (Å)
C -1.0588 3.9651 0.9809  -0.91
C -0.0280 3.1140 1.6522  -0.32
O -0.5704 1.7830 1.9348  0.04
C -1.2610 1.5864 3.0436  0.44
O -1.5189 2.3776 3.9042  -0.60
O -1.6218 0.2680 3.0325  -0.14
C -2.6392 0.0019 3.9430  -0.65
H -1.5131 3.4063 0.1483  -0.08
H -0.4522 4.7791 0.5252  0.49
H -1.8327 4.3888 1.6420  0.41
H 0.3799 3.5511 2.5492  0.44
H 0.8097 2.9873 1.0257  0.20
H -3.3624 0.7565 3.8249  0.18
H -2.2148 -0.1450 4.9562  0.30
H -3.1155 -0.9707 3.5965  0.18
C 3.1765 -4.3503 -3.2497  -1.17
C 4.4881 -4.8793 -2.5562  -0.21
O 4.9881 -5.8849 -3.4565  -0.27
C 6.1929 -6.3310 -3.1599  0.73
O 6.9614 -6.7896 -3.9715  -0.58
O 6.4707 -6.1893 -1.8598  -0.32
C 7.6716 -6.9335 -1.4493  -0.61
H 3.3450 -4.0150 -4.2945  0.30
H 2.8344 -3.6214 -2.5874  0.36
H 2.4694 -5.1338 -3.1198  0.34
H 4.2764 -5.3265 -1.6399  0.31
H 5.3330 -4.1474 -2.3914  0.33
H 7.5477 -8.0058 -1.7851  0.28
H 7.6895 -6.8140 -0.3778  0.22
H 8.5902 -6.6111 -2.0097  0.28
C -1.3252 0.2314 -1.3495  1.22
C -0.8035 -1.1827 -1.5384  -0.44
O -1.3134 -1.7926 -0.2959  -0.38
C -2.2889 -1.0864 0.2225  0.53
O -2.9721 -1.3830 1.1828  -0.59
O -2.3330 0.1542 -0.3125  -0.21
H -1.7905 0.5981 -2.2553  0.11
H -0.5405 0.9012 -1.0259  -0.83
H 0.2560 -1.3233 -1.4770  0.30
H -1.4056 -1.6432 -2.3230  0.32
C 2.0005 -0.6820 2.2098  -0.06
C 3.1011 0.3121 2.5696  -0.35
O 2.9157 1.3111 1.5755  -0.38
C 2.1149 0.8897 0.5841  0.56
O 1.8222 1.5109 -0.3788  -0.42
O 1.7092 -0.4075 0.8722  -0.21
H 1.0399 -0.5934 2.7486  -0.06
H 2.3918 -1.7178 2.1977  0.30
H 4.1231 -0.1392 2.5868  0.25
H 2.8790 0.8675 3.4922  0.31
F 0.6771 1.0705 -4.9716  -0.34
C 0.0607 1.8270 -4.1113  0.60
C -1.2705 2.1668 -4.2224  -0.67
C -1.7596 3.0848 -3.3403  -0.28
C -0.9541 3.7182 -2.3806  -0.91
C 0.3264 3.2576 -2.2576  -0.03
C 0.8005 2.2654 -3.0737  -0.58
H -1.9067 1.6205 -4.9741  0.35
H -2.7918 3.3267 -3.3253  0.44
H -1.3906 4.4678 -1.7361  0.63
H 0.9465 3.7716 -1.5276  0.39
H 1.8553 1.9967 -3.0414  0.44
F -7.1057 0.3901 3.7673  -0.35
C -6.2211 1.2058 3.2184  0.79
C -5.6105 0.8728 2.0353  -0.81
C -4.9229 1.8502 1.3298  0.23
C -4.8315 3.1824 1.8171  -0.92
C -5.3909 3.4098 3.0834  -0.06
C -6.1221 2.4532 3.7760  -0.65
H -5.5800 -0.1158 1.6338  0.39
H -4.4149 1.5420 0.3875  0.13
H -4.2461 3.9418 1.3863  0.57
H -5.3130 4.3924 3.5944  0.29
H -6.4512 2.6601 4.7964  0.38

Atoms 1-3, force components in eV/Å:
0.2 0.7 -0.6
-1.2 -0.4 1.2
1.1 0.5 -0.7

=====

> What is the formula in the first record?

C26H34BeN4O

=====

> Which of these has the highest energy?

C26H34BeN4O

=====

> Look up the energy of the first one.

-35916.5595 eV